1.
Computed, not measured: a structure of composition C37H34N4O6S5Ti, with ωB97M-V with the def2-TZVPD basis set.

Summary:
<S²>: 0.752
E_HOMO (alpha / beta), eV: -10.7 / -10.7
Multiplicity: 2
Net charge: +1
Orbital gap (alpha / beta), Eh: 0.274 / 0.277

XYZ file:
```
87
Properties=species:S:1:pos:R:3:lowdin_charge:R:1
Ti -17.1508 2.2687 7.8988 0.98
O -20.9137 3.6649 8.6776 0.15
C -19.8601 3.1341 8.7141 -0.47
N -18.8226 3.4438 7.9005 0.03
C -18.7820 4.6105 7.1461 -0.43
O -19.5067 5.5598 7.2144 0.15
C -17.6202 4.5660 6.2015 -0.15
C -17.5193 5.5668 5.2195 0.04
C -16.4214 5.4906 4.4637 -0.06
C -15.4870 4.4844 4.4940 0.00
C -15.6458 3.5333 5.4972 -0.05
N -16.7152 3.5857 6.3365 0.01
C -19.5566 1.9444 9.6277 -0.17
C -20.4697 1.5655 10.5605 0.01
C -20.2196 0.4106 11.2000 -0.03
C -19.0602 -0.3364 10.9803 -0.01
C -18.1623 0.1709 10.0604 -0.09
N -18.4202 1.2982 9.3843 0.03
H -18.2362 6.3610 5.0823 0.14
H -16.2574 6.2684 3.7867 0.11
H -14.6027 4.5838 3.7961 0.15
H -15.0201 2.7576 5.6727 0.08
H -21.4049 2.0510 10.6697 0.13
H -20.9881 0.0677 11.9184 0.14
H -18.8467 -1.2918 11.4664 0.13
H -17.2000 -0.2674 9.8183 0.10
C -12.4554 -1.1919 5.8304 -0.51
C -13.2918 -2.0638 4.8342 -0.52
S -15.0539 -1.6376 4.9041 0.84
C -15.7399 -2.4807 6.3628 -0.47
C -16.2266 -1.4409 7.3402 -0.52
S -15.3699 0.1278 7.6351 0.88
C -14.1760 -0.2421 9.0030 -0.46
C -12.7380 -0.3379 8.5068 -0.54
S -12.4215 -1.8478 7.5560 0.87
H -12.9602 -0.1937 5.8401 0.05
H -11.3874 -1.1115 5.5467 0.07
H -13.2629 -3.1419 4.9397 0.07
H -13.0425 -1.8343 3.7842 0.07
H -14.9220 -3.0232 6.8668 0.06
H -16.5735 -3.1124 6.0557 0.07
H -16.3380 -1.9019 8.3432 0.10
H -17.1913 -1.1327 7.1284 0.00
H -14.4551 -1.1260 9.5763 0.09
H -14.2277 0.5745 9.7080 0.03
H -12.0941 -0.3558 9.3913 0.08
H -12.4533 0.5327 7.9498 0.07
O -14.8067 1.6573 13.5101 -0.25
S -15.9538 1.6794 12.6883 0.67
O -17.0174 0.7364 12.9016 -0.28
N -15.5678 1.7138 11.0415 0.03
C -16.0864 2.7176 10.4750 -0.55
O -15.9203 2.8987 9.2333 -0.12
C -16.8249 3.6655 11.3419 -0.13
C -17.5049 4.8369 11.0924 0.01
C -18.0253 5.6525 12.1298 -0.03
C -17.8498 5.2159 13.4031 -0.07
C -17.2731 3.9918 13.7184 0.00
C -16.6832 3.2661 12.6777 -0.21
H -17.5601 5.2028 10.0860 0.11
H -18.4127 6.6086 11.7953 0.12
H -18.1172 5.8884 14.1753 0.10
H -17.2103 3.6244 14.7767 0.15
O -18.0557 0.7321 6.7324 -0.64
S -18.3647 0.7805 5.2211 1.08
C -19.8732 1.6897 5.1400 -0.38
C -20.0773 2.5522 4.0497 -0.06
C -21.2897 3.2586 3.9313 -0.05
C -22.3222 2.8937 4.7800 -0.06
C -22.1116 2.0714 5.8607 -0.04
C -20.8611 1.4619 6.0992 -0.06
C -18.8931 -0.8320 4.9372 -0.39
C -18.2849 -1.4822 3.8598 -0.13
C -18.5384 -2.8067 3.6958 -0.07
C -19.4201 -3.4717 4.5736 -0.05
C -19.9831 -2.8865 5.7133 -0.04
C -19.7256 -1.5215 5.8749 -0.04
H -19.2004 2.6534 3.3744 0.12
H -21.4614 3.9835 3.1272 0.12
H -23.3187 3.3156 4.5784 0.13
H -22.8813 1.7716 6.5289 0.11
H -20.7343 0.8533 6.9747 0.10
H -17.5672 -0.9771 3.2202 0.10
H -17.9670 -3.2907 2.8864 0.13
H -19.6187 -4.5224 4.3385 0.12
H -20.7295 -3.4680 6.2192 0.11
H -20.1329 -0.9957 6.7527 0.11
```

=====

2.
Computed, not measured: a cluster of 2 separate species, C3H10Si in total, with ωB97M-V with the def2-TZVPD basis set.

Summary:
E_HOMO, eV: -10.1
SMILES: C=C[SiH3].C
Orbital gap, Eh: 0.406

XYZ file:
```
14
Properties=species:S:1:pos:R:3:nbo_charge:R:1
C -0.4809 0.9999 0.7086 -0.36
C -1.7089 0.4690 0.5451 -0.60
Si -1.5392 -1.3973 0.7458 0.86
H 0.3572 0.3607 0.4856 0.18
H -0.2055 2.0464 0.8224 0.20
H -2.6399 1.0476 0.5573 0.23
H -2.7866 -2.0533 0.3514 -0.18
H -1.3706 -1.9048 2.0823 -0.16
H -0.5743 -1.8875 -0.2079 -0.17
C 2.2005 0.5074 -1.1770 -0.85
H 1.4985 -0.3711 -1.4790 0.22
H 2.0533 1.2163 -2.0586 0.22
H 3.2391 0.0668 -1.1344 0.22
H 1.9572 0.8998 -0.2416 0.20
```

=====

3.
Computed, not measured: a cluster of 2 separate species, C4H11N2O in total, with ωB97M-V with the def2-TZVPD basis set.

Summary:
<S²>: 0.755
E_HOMO (alpha / beta), eV: 1.6 / 1.6
Multiplicity: 2
Net charge: -2
Orbital gap (alpha / beta), Eh: 0.192 / 0.158

XYZ file:
```
18
Properties=species:S:1:pos:R:3:nbo_charge:R:1
C 1.0832 0.3423 -1.7419 -0.02
O 2.4383 0.5783 -1.5275 -1.04
C 0.1216 -0.2781 -0.6193 -0.56
C 0.8439 -0.3103 0.6680 -0.36
C -0.1254 -0.4721 1.9126 -0.31
N 0.3332 -1.2891 3.0016 -0.48
N -2.2014 1.0195 -1.3619 -1.44
H 0.7663 1.3769 -1.8825 0.11
H 0.8849 -0.3159 -2.6309 0.07
H -0.1241 -1.3205 -0.8928 0.13
H 1.4118 0.6484 0.7965 0.21
H 1.5572 -1.1440 0.6955 0.18
H -0.9340 -1.0410 1.4587 0.18
H -0.4957 0.5447 2.1365 0.18
H -2.7466 0.5492 -0.6443 0.27
H 0.9052 -0.6714 3.5781 0.26
H -2.8633 1.3873 -2.0522 0.27
H -0.8551 0.3960 -0.8944 0.35
```